# 1
Computed, not measured: a molecular structure, C13H16CaN4O5P, with ωB97M-V/def2-TZVPD.

Geometry as XYZ:
```
40
Properties=species:S:1:pos:R:3:forces:R:3
Ca -1.76218 1.89319 -2.16046 0.01 0.10 -0.11
O 4.29213 0.23339 -3.26179 0.04 0.00 -0.01
C 3.00298 0.52659 -3.04436 -0.12 -0.04 0.06
C 2.03443 -0.45890 -2.80439 0.08 -0.03 -0.07
C 0.73561 -0.04620 -2.62060 -0.08 0.16 0.05
N 0.39474 1.24068 -2.64356 0.10 -0.08 0.08
C 1.31963 2.18681 -2.80533 -0.14 0.01 0.07
C 2.64324 1.87517 -3.01909 0.05 0.03 -0.06
C 0.77276 3.61375 -2.65133 -0.04 0.08 0.01
O 1.51765 4.54568 -2.84040 0.00 0.01 0.02
O -0.47925 3.64350 -2.29690 0.04 -0.18 -0.08
C -0.41770 -0.93485 -2.17980 -0.15 -0.15 0.09
O -0.17471 -2.04279 -1.70464 0.03 0.01 -0.03
O -1.57533 -0.37325 -2.20744 0.11 0.12 0.00
H 4.43438 -0.72048 -3.27864 -0.01 0.01 0.00
H 2.28166 -1.51167 -2.74840 0.01 0.01 -0.02
H 3.37466 2.65980 -3.15300 0.00 -0.01 -0.01
C -1.84758 -1.53397 3.09323 -0.01 0.09 0.06
N -1.47304 -1.98189 1.68536 -0.02 -0.04 -0.02
C 0.05921 -1.91727 1.53717 0.07 0.04 0.00
N 0.53969 -0.61984 1.87029 -0.01 -0.03 0.02
C 0.12695 -0.23893 3.21591 0.02 0.01 -0.01
N -1.32785 -0.23586 3.36110 0.01 -0.07 0.04
C -1.96547 0.82413 2.57895 -0.05 0.10 -0.18
P -1.66169 0.64231 0.74336 0.16 -0.15 0.23
C -2.16085 -1.14382 0.65069 -0.05 0.11 -0.11
C 0.18233 0.38831 0.87388 -0.07 0.01 -0.03
H -1.42085 -2.26343 3.78161 0.02 -0.01 -0.02
H -2.93471 -1.55069 3.16323 0.00 -0.01 -0.02
H -1.75857 -2.95219 1.54593 0.00 0.00 0.02
H 0.28118 -2.18238 0.50364 -0.01 0.00 -0.02
H 0.45629 -2.66058 2.22869 -0.02 -0.02 0.00
H 0.51215 0.75330 3.44374 0.00 0.00 0.00
H 0.54913 -0.94718 3.93028 -0.01 -0.01 0.00
H -1.58432 1.79011 2.91255 0.00 -0.01 0.01
H -3.04075 0.82142 2.76744 0.00 0.00 0.02
H -1.92186 -1.54195 -0.33474 0.02 -0.02 -0.01
H -3.23708 -1.22093 0.81507 0.00 -0.04 0.02
H 0.64238 1.34009 1.14602 0.00 0.01 0.00
H 0.59065 0.10081 -0.09333 0.01 -0.01 0.01
```
Positions in Å, forces in eV/Å.

As for the net charge: +1. Its spin multiplicity is 1. The calculation puts the LUMO energy at -3.18 eV. As for the orbital gap: 8.6 eV.

# 2
Computed, not measured: 2 unconnected molecules or ions with the total composition C10H16 at a distorted geometry, with ωB97M-V/def2-TZVPD.

Geometry as XYZ:
```
26
Properties=species:S:1:pos:R:3:forces:R:3
C -2.00317 -2.69149 0.26632 -0.21 -1.44 -0.75
C -2.23389 -1.38141 1.06781 -0.36 -1.89 -1.27
H -1.44682 -3.43521 0.87705 -0.25 0.48 -0.42
H -2.98112 -3.17804 0.03268 0.67 0.32 0.33
H -1.49688 -2.69113 -0.73578 -0.25 0.62 0.86
H -1.60648 -0.59819 0.69621 0.69 0.45 0.39
H -2.07394 -1.74257 2.08497 -0.19 1.17 0.16
H -3.25359 -1.08301 0.83478 -0.09 0.22 0.63
C -0.46847 1.98187 -0.52660 -1.28 -0.21 0.22
C -0.86396 2.00728 0.99307 -2.19 -0.18 -1.10
C 0.73483 1.12788 -0.67922 -0.55 1.56 0.74
C 1.94526 1.66829 -0.14683 3.57 -0.81 1.16
C 0.70840 -0.15427 -1.19621 1.19 -2.44 -1.51
C 3.10334 0.83325 -0.12530 -2.25 0.88 -0.49
C 1.86987 -0.95435 -1.34444 -3.09 2.36 1.75
C 2.97890 -0.44811 -0.64433 0.23 0.06 -1.48
H -1.33432 1.78229 -1.15545 0.18 -0.90 -0.02
H -0.30746 2.99421 -0.75651 0.98 1.43 -0.49
H -1.93719 1.69699 1.21580 0.98 1.30 -0.73
H 2.01613 2.66439 0.32725 -0.34 -0.56 -0.62
H -0.23465 -0.48923 -1.56905 -0.42 -0.32 -0.28
H 4.12917 1.02220 0.12085 -0.03 1.08 0.73
H 1.84694 -1.92662 -1.77710 0.03 -0.45 -0.35
H 3.85100 -1.02019 -0.74050 1.27 -0.87 0.40
H -0.49415 2.85543 1.52347 -0.09 0.61 0.26
H -0.44776 1.15974 1.35706 1.82 -2.48 1.87
```
Positions in Å, forces in eV/Å.

As for the net charge: +1. Its spin multiplicity is 2. The calculation puts the LUMO energy (spin up / spin down) at -4.29 / -8.40 eV. As for the orbital gap (spin up / spin down): 10.3 / 6.1 eV.

# 3
Computed, not measured: C17H18N4O4 in the gas phase, with ωB97M-V/def2-TZVPD.

Geometry as XYZ:
```
43
Properties=species:S:1:pos:R:3:forces:R:3
C 2.93017 -0.54807 -3.80712 0.15 0.05 -0.43
O 2.13006 -0.27721 -2.66941 -0.21 0.11 0.38
C 1.22538 0.70730 -2.80801 0.01 0.25 -0.52
O 1.11251 1.33388 -3.83973 0.15 -0.14 0.00
C 0.43905 0.88246 -1.57985 -0.14 0.07 0.54
C -0.58043 1.76130 -1.47826 0.44 -0.19 -0.34
C -1.06427 2.69273 -2.53895 0.08 -0.04 -0.17
N -1.29740 1.86911 -0.29729 -0.36 0.18 0.25
C -0.87266 1.28538 0.86847 0.67 -0.52 0.15
C 0.15365 0.39595 0.85412 0.01 0.24 -0.43
C 0.65373 -0.16774 2.07835 -0.27 0.31 -0.05
O 1.59577 -0.93042 2.16465 0.10 -0.07 -0.15
N -0.03988 0.24294 3.22733 0.15 -0.18 0.19
C 0.37832 -0.29622 4.51011 0.10 -0.13 0.27
C -1.09416 1.10957 3.26092 -0.05 0.07 -0.22
O -1.65787 1.41354 4.28925 -0.07 0.02 0.30
N -1.49102 1.64706 2.03729 -0.09 0.05 -0.12
C -2.59218 2.58800 2.05708 -0.21 0.15 0.17
C 0.77908 -0.05891 -0.44344 -0.12 -0.04 0.21
C 0.29343 -1.46119 -0.75287 0.07 -0.25 -0.02
C 1.09136 -2.56844 -0.49901 -0.18 0.00 -0.06
C 0.58671 -3.82844 -0.77786 0.28 0.09 0.11
N -0.61877 -4.03943 -1.27887 -0.19 -0.51 -0.11
C -1.37880 -2.98478 -1.51644 -0.19 0.26 -0.03
C -0.97753 -1.68200 -1.27030 0.16 -0.09 0.06
H 3.60505 -1.34914 -3.51737 -0.04 0.03 0.00
H 2.30423 -0.85926 -4.64618 0.08 0.01 0.06
H 3.49064 0.34242 -4.10032 -0.03 -0.11 0.01
H -0.52473 2.52318 -3.46400 -0.09 0.06 0.05
H -2.12999 2.54140 -2.70930 -0.12 0.00 0.02
H -0.91037 3.72561 -2.22651 -0.01 0.09 0.05
H -2.02138 2.56913 -0.26151 0.11 -0.08 0.00
H 1.21975 -0.95939 4.32340 -0.11 0.08 0.05
H 0.67144 0.51598 5.17458 -0.02 -0.06 0.00
H -0.44537 -0.84325 4.96764 0.05 0.03 0.02
H -2.27367 3.57297 1.70918 -0.02 -0.01 -0.02
H -2.91096 2.66983 3.09621 0.00 0.03 -0.21
H -3.42921 2.22353 1.45879 0.00 0.03 -0.01
H 1.86418 -0.10674 -0.30368 -0.18 0.02 -0.02
H 2.07709 -2.44555 -0.08089 0.12 0.02 0.05
H 1.17596 -4.71756 -0.59446 0.13 -0.02 0.05
H -2.35890 -3.19771 -1.92453 -0.10 0.08 -0.04
H -1.63948 -0.85602 -1.48514 -0.09 0.07 -0.05
```
Positions in Å, forces in eV/Å.

As for the net charge: 0. Its spin multiplicity is 1. The calculation puts the LUMO energy at 0.27 eV. As for the orbital gap: 8.8 eV.

# 4
Computed, not measured: 2 unconnected molecules or ions with the total composition C3H10N2O2 at a distorted geometry, with ωB97M-V/def2-TZVPD.

Geometry as XYZ:
```
17
Properties=species:S:1:pos:R:3:forces:R:3
C -0.00869 0.02848 -0.44783 -0.42 -1.40 -1.63
C -1.04032 0.72376 -0.08209 -1.45 -0.76 -0.01
C 1.44364 0.46714 -0.51336 1.34 -2.31 -3.09
N -2.96540 -0.47397 0.07482 0.17 0.53 -1.80
N 2.30346 -0.48319 0.42746 -2.63 1.62 1.57
O -1.63298 1.76492 0.22222 0.85 1.70 1.54
O 1.74061 1.67768 -0.06342 -0.17 2.01 0.36
H -0.29436 -0.86828 -1.05538 0.45 0.37 1.02
H 1.92601 0.28123 -1.53509 -1.24 0.09 1.01
H -3.60683 -0.68531 -0.73906 0.88 0.89 0.88
H -3.51075 0.09332 0.78472 0.98 -1.69 -0.66
H -2.55081 -1.38963 0.24064 -0.62 0.20 1.34
H 3.12664 0.14051 0.59804 -0.15 -1.32 0.20
H 1.60240 -0.36960 1.21560 1.86 -0.46 0.08
H 2.40078 -1.51865 0.32380 0.42 1.03 -0.62
H -1.53410 2.02586 1.18680 -0.46 -0.12 -0.85
H 1.76867 2.33468 -0.79699 0.19 -0.38 0.66
```
Positions in Å, forces in eV/Å.

As for the net charge: +2. Its spin multiplicity is 1. The calculation puts the LUMO energy (spin up / spin down) at -9.13 / -9.13 eV. As for the orbital gap (spin up / spin down): 10.2 / 10.2 eV.

# 5
Computed, not measured: 4 unconnected molecules or ions with the total composition C13H24BNO7, with ωB97M-V/def2-TZVPD.

Geometry as XYZ:
```
46
Properties=species:S:1:pos:R:3:forces:R:3
H -1.66486 1.18795 3.44090 -0.01 0.00 0.01
N -1.21781 0.47822 2.86364 -0.10 -0.12 -0.22
C -1.62879 0.54900 1.66653 0.11 0.14 0.48
C -1.11057 -0.42272 0.64691 0.20 0.44 0.13
C -0.40005 0.18387 -0.54742 0.08 -0.52 -0.34
C 0.20145 -0.59621 -1.46735 -0.24 0.01 -0.16
B 0.22826 -2.17345 -1.32318 0.35 -0.34 0.21
O 1.44372 -2.80353 -1.22421 -0.13 0.46 0.80
O -0.91262 -2.91532 -1.20029 0.00 0.13 -0.39
C -2.08398 -2.54613 -1.92728 -0.30 -0.09 0.15
C -2.00829 -3.02002 -3.36538 -0.20 -0.13 0.05
C 0.92192 0.02643 -2.61636 0.05 -0.06 0.01
O 1.78685 -0.56281 -3.22729 -0.19 0.00 -0.08
C 0.51164 1.39958 -2.99621 -0.15 0.25 0.09
C -0.09837 2.16661 -2.09486 0.11 -0.13 -0.46
C -0.29331 1.65852 -0.71690 0.03 0.40 0.13
O -0.31256 2.43779 0.21327 -0.21 -0.12 0.03
H -2.36816 1.29132 1.35952 -0.03 -0.05 -0.16
H -0.42062 -1.07774 1.18272 -0.10 -0.18 -0.07
H -1.94500 -1.01517 0.26399 0.01 -0.08 0.09
H 1.45361 -3.39213 -0.45603 0.02 -0.34 -0.37
H -2.26126 -1.46761 -1.88305 0.19 0.05 0.00
H -2.92999 -3.02669 -1.43311 0.05 0.02 0.07
H -2.11381 -4.10386 -3.41099 0.14 -0.01 -0.02
H -2.83474 -2.58974 -3.93352 0.05 0.04 -0.05
H -1.06413 -2.74540 -3.83559 0.00 0.10 -0.01
H 0.75032 1.72917 -3.99923 0.07 0.03 0.02
H -0.41819 3.17997 -2.30324 0.13 0.06 0.13
C 0.89293 5.50342 1.77193 0.07 -0.02 -0.06
O 1.88332 5.39516 0.76200 -0.17 0.03 -0.10
H 0.79950 6.55895 2.01988 0.00 0.01 0.01
H -0.07783 5.13511 1.42823 0.00 -0.01 0.02
H 1.18070 4.95520 2.67353 -0.02 0.00 0.02
H 1.96407 4.45986 0.54757 0.09 -0.03 0.23
C -0.72336 -3.54475 3.29719 0.16 -0.05 -0.12
O 0.25024 -3.85502 2.29894 -0.04 0.08 -0.04
H -0.60747 -2.49139 3.54164 -0.01 0.02 -0.02
H -1.73855 -3.71450 2.92920 -0.01 0.02 0.03
H -0.55700 -4.13887 4.19878 -0.06 0.03 0.03
H 0.16294 -4.78538 2.07580 -0.01 -0.01 0.00
C 2.88595 1.14083 0.99292 -0.02 0.03 -0.06
O 2.99468 2.54326 0.76646 -0.08 -0.02 -0.12
H 2.99770 0.96647 2.05937 0.01 0.06 0.03
H 1.90894 0.76646 0.68326 -0.01 -0.07 0.06
H 3.66558 0.59206 0.45899 0.00 -0.03 0.03
H 2.90699 2.68323 -0.18169 0.15 -0.02 -0.03
```
Positions in Å, forces in eV/Å.

As for the net charge: 0. Its spin multiplicity is 1. The calculation puts the LUMO energy at -1.45 eV. As for the orbital gap: 8.3 eV.

# 6
Computed, not measured: a molecular structure, C8H5HoN2O5 at a distorted geometry, with ωB97M-V/def2-TZVPD.

Geometry as XYZ:
```
21
Properties=species:S:1:pos:R:3:forces:R:3
O 4.19740 4.45041 -3.21388 -1.01 -3.81 1.63
C 3.91942 3.41898 -2.77111 0.96 3.70 -1.57
Ho 1.72654 0.49760 -0.34137 1.33 0.83 -2.18
C 1.34610 -1.52754 0.56941 -0.74 -5.26 2.51
O 1.14610 -2.60973 0.84789 0.56 2.14 -0.57
C -0.03627 1.37940 1.23132 -2.75 1.90 2.41
O -0.90530 1.79001 1.86261 3.17 -1.10 -2.25
C 0.08329 0.60383 -1.75588 -7.14 0.98 -6.88
O -0.75369 0.58113 -2.56059 3.90 0.37 3.55
C 2.84044 1.10145 1.47905 5.33 3.48 6.32
O 3.59711 1.49346 2.25971 -3.38 -1.80 -3.22
H 1.55522 2.45692 -0.53079 0.06 -0.34 0.60
N -2.61514 -2.04859 -0.28659 1.14 0.80 0.85
C -2.74720 -1.69826 1.04529 1.39 0.24 -0.26
C -1.66360 -0.90607 1.35071 -1.45 -0.63 -0.49
N -0.98412 -0.71855 0.17470 2.45 0.46 -0.61
C -1.49369 -1.46252 -0.77944 -1.52 -0.86 0.02
H -3.19360 -2.66306 -0.79653 -0.84 -0.72 -0.50
H -3.49576 -2.03684 1.71452 -0.71 -0.36 0.07
H -1.40708 -0.46022 2.31215 -0.17 -0.24 -0.58
H -1.11617 -1.64181 -1.81117 -0.58 0.23 1.16
```
Positions in Å, forces in eV/Å.

As for the net charge: +2. Its spin multiplicity is 5. The calculation puts the LUMO energy (spin up / spin down) at -10.14 / -9.99 eV. As for the orbital gap (spin up / spin down): 6.5 / 6.6 eV.

# 7
Computed, not measured: a molecular structure, C13H13BN6O3PtS2, with ωB97M-V/def2-TZVPD.

Geometry as XYZ:
```
39
Properties=species:S:1:pos:R:3:forces:R:3
Pt 0.45638 -0.36998 -0.46464 0.48 -0.12 0.01
B -0.74530 -2.15159 2.67937 -0.03 -0.02 -0.01
N 0.20751 -0.87318 2.55664 0.08 -0.09 0.07
C 0.57267 -0.24974 3.68240 0.07 -0.05 -0.01
C 1.51792 0.71897 3.39516 0.01 -0.01 -0.01
C 1.68005 0.62683 2.01660 0.06 -0.06 0.01
N 0.89156 -0.33101 1.52979 -0.23 0.29 -0.10
N -0.88577 -3.00706 1.40948 0.03 0.01 -0.02
C -1.05457 -4.34346 1.37747 0.08 -0.02 0.02
C -1.34992 -4.70868 0.07887 0.04 -0.03 -0.01
C -1.32897 -3.49332 -0.62753 0.08 -0.08 0.13
N -1.06360 -2.48670 0.19116 -0.33 -0.01 -0.07
H -0.23253 -2.86601 3.51990 -0.05 0.00 0.06
H -1.82616 -1.74427 3.05814 -0.02 0.05 -0.04
H 0.15785 -0.57286 4.62249 0.00 0.00 0.01
H 2.01405 1.38471 4.07962 0.00 0.00 0.00
H 2.30388 1.17913 1.33458 -0.03 0.03 0.00
H -0.94096 -4.92994 2.27452 0.01 -0.01 0.00
H -1.51551 -5.70211 -0.30404 0.00 -0.01 0.00
H -1.45205 -3.30622 -1.68338 -0.04 0.01 0.00
S -0.22553 -1.39413 -5.05802 -0.02 -0.08 -0.22
C -0.00250 -0.89213 -3.51816 -0.07 0.27 0.21
N 0.12678 -0.48156 -2.43782 0.16 -0.33 0.13
S -1.11072 1.25158 -0.02672 -0.13 -0.09 -0.03
C -0.90668 2.66810 -1.05330 0.06 0.02 0.03
C -0.64956 2.62798 -2.42830 0.06 0.04 0.05
C -0.57583 3.79659 -3.16916 0.00 0.01 0.00
C -0.76994 5.03769 -2.57270 0.00 0.02 -0.04
C -1.03042 5.09044 -1.21043 -0.01 0.01 0.02
C -1.08818 3.92475 -0.46168 -0.04 0.01 -0.02
H -0.49649 1.67267 -2.90501 0.00 -0.03 -0.02
H -0.36599 3.73179 -4.23099 0.00 0.00 0.00
H -0.71354 5.94742 -3.15959 0.00 0.00 0.00
H -1.17452 6.04771 -0.71965 0.00 0.00 -0.01
H -1.27025 3.97121 0.60551 0.01 -0.01 0.00
O 4.14999 -2.23506 -0.46367 -0.05 -0.05 -0.10
N 3.23004 -1.42539 -0.60338 0.35 -0.25 0.25
O 2.03053 -1.88705 -0.54622 -0.41 0.46 -0.26
O 3.43630 -0.22617 -0.76730 -0.13 0.11 -0.04
```
Positions in Å, forces in eV/Å.

As for the net charge: -2. Its spin multiplicity is 1. The calculation puts the LUMO energy at 4.84 eV. As for the orbital gap: 6.6 eV.

# 8
Computed, not measured: a molecular structure, C5H8N2O4S at a distorted geometry, with ωB97M-V/def2-TZVPD.

Geometry as XYZ:
```
20
Properties=species:S:1:pos:R:3:forces:R:3
C -1.89414 2.16836 -0.22890 -0.19 -0.97 -0.77
C -0.59093 -0.76056 -0.80558 1.93 -1.58 1.18
C -0.94853 -0.12175 0.53537 1.93 0.10 1.02
C 0.58322 0.20364 -1.27994 -2.29 0.04 -3.41
C -0.59269 1.37986 0.31267 -0.79 0.10 1.79
N 0.58499 1.37927 -0.47403 3.75 0.43 0.93
N 1.99263 1.15001 0.63118 -2.40 -2.31 -1.07
O -2.05909 3.31993 0.16589 0.44 1.13 0.61
O 4.61488 1.57232 0.58349 -1.22 -0.23 -0.51
O -2.71043 1.52292 -0.94453 0.56 -0.46 0.05
O 3.72322 -0.56586 -0.16481 -0.27 -0.75 -0.07
S 3.57003 0.90702 -0.28597 0.99 1.43 0.22
H -0.21580 -1.86460 -0.71029 -0.28 1.83 0.08
H -1.52664 -0.88790 -1.30435 -0.23 0.71 -1.29
H -2.01177 -0.15236 0.63115 -0.62 -0.55 1.00
H -0.23662 -0.53655 1.37935 -1.86 0.66 -1.24
H 1.52382 -0.28899 -1.25797 0.65 -0.48 -0.23
H 0.39281 0.60114 -2.37069 0.31 -1.07 1.60
H -0.31019 1.92292 1.23189 -0.40 -0.37 -0.18
H 1.88046 0.06472 0.76010 -0.02 2.35 0.27
```
Positions in Å, forces in eV/Å.

As for the net charge: -2. Its spin multiplicity is 1. The calculation puts the LUMO energy at 6.08 eV. As for the orbital gap: 7.2 eV.

Energy relative to the best compared isomer or geometry (same formula, charge and spin) / kJ/mol: 0.0; 143.9; 0.0; 309.6; 225.9; 248.6; 0.0; 125.2